# 1
{"formula": "C5H6I2O", "method": "the ωB97M-V functional and the def2-TZVPD basis", "species": ["C", "C", "C", "C", "C", "O", "I", "I", "H", "H", "H", "H", "H", "H"], "positions_angstrom": [[-0.70132, -0.59349, -1.38582], [-1.56532, 1.33373, -0.32458], [-0.65256, 0.20921, -0.34455], [1.42413, -1.01892, 0.75370], [0.58141, 0.25621, 0.67365], [-1.55808, 2.30016, 0.40893], [1.58220, 2.02846, 0.06760], [-0.14070, 0.35261, 2.67376], [0.10581, -1.21358, -1.73014], [-1.55193, -0.49878, -2.08850], [-2.34260, 1.07446, -1.04607], [2.17331, -1.16829, 1.46113], [1.90577, -1.26402, -0.19450], [0.73989, -1.79775, 1.07537]], "forces_ev_per_angstrom": [[-0.6827, -0.0306, -1.4093], [-1.3584, 0.2414, 1.1930], [3.3915, 0.0284, 2.0889], [-1.1983, -0.3567, -2.1047], [-1.0696, -0.5723, -0.6161], [-0.0172, -0.7844, -0.9540], [0.8416, 0.0895, 0.1154], [-0.4762, 0.4855, 0.5705], [0.0559, -0.5497, 0.3839], [0.5424, -0.0424, 0.4495], [-0.7668, 0.8707, -0.3947], [1.3952, 1.0847, 1.5094], [-0.2933, -0.0674, -0.2375], [-0.3640, -0.3968, -0.5942]], "nbo_charge": [-0.293, 0.395, -0.189, -0.686, -0.317, -0.499, 0.194, 0.174, 0.218, 0.209, 0.109, 0.243, 0.213, 0.230], "orbital_gap_ev": 8.96, "max_force_ev_per_a": 4.0, "homo_energy_ev": -9.1731, "de_lowest_ev": 0.0000}

=====

# 2
{"formula": "C12H33CrO9", "method": "the ωB97M-V functional and the def2-TZVPD basis", "species": ["Cr", "C", "C", "O", "H", "H", "H", "H", "H", "C", "C", "O", "H", "H", "H", "H", "H", "C", "C", "O", "H", "H", "H", "H", "H", "C", "C", "O", "O", "H", "H", "H", "H", "H", "H", "C", "C", "O", "O", "H", "H", "H", "H", "H", "H", "C", "C", "O", "O", "H", "H", "H", "H", "H", "H"], "positions_angstrom": [[0.67680, 0.23445, 0.29558], [2.32790, 0.12598, -3.01424], [1.43607, 1.32095, -2.87450], [0.74203, 1.50167, -1.62803], [3.25079, 0.13272, -2.43431], [2.42999, 0.01800, -4.09406], [1.83067, -0.79679, -2.71531], [0.63852, 1.21651, -3.61009], [2.03980, 2.17393, -3.18441], [-3.27020, -2.00251, 0.60267], [-2.92617, -0.52669, 0.65321], [-1.55270, -0.25366, 0.32575], [-3.59723, -2.43929, -0.34092], [-4.21269, -2.29380, 1.06631], [-2.61038, -2.71956, 1.09112], [-3.22292, -0.10916, 1.61534], [-3.62066, -0.05295, -0.04057], [-0.15022, 1.88752, 3.81953], [0.35253, 2.72225, 2.61686], [0.54278, 2.11988, 1.34112], [-1.22840, 2.04745, 3.81225], [0.42592, 2.04172, 4.73188], [-0.04359, 0.83646, 3.55120], [1.32865, 3.18220, 2.77095], [-0.31097, 3.56902, 2.44120], [0.26210, -3.68561, -0.16112], [0.54554, -2.59925, -1.16434], [1.53712, -1.60418, -0.65716], [1.54932, -4.21399, 0.21869], [-0.36117, -4.38178, -0.72235], [-0.26395, -3.20944, 0.66630], [-0.40266, -2.17313, -1.49213], [1.00311, -2.97435, -2.07978], [2.24188, -2.12518, -0.26540], [1.55906, -5.11900, 0.53879], [3.62996, 0.51183, 1.69431], [2.83395, -0.31699, 2.61375], [1.62163, -0.80811, 2.14955], [3.26577, 0.23404, 0.36358], [4.69519, 0.41198, 1.90269], [3.33401, 1.53908, 1.90709], [2.60126, 0.20890, 3.53970], [3.31710, -1.24601, 2.91638], [1.38090, -1.51954, 2.74747], [3.92546, 0.68595, -0.16763], [-2.84158, 1.40389, -2.69056], [-3.08756, 2.37359, -1.49904], [-1.90794, 2.38317, -0.72921], [-3.94152, 1.38892, -3.56408], [-2.65953, 0.36699, -2.40807], [-1.91200, 1.63564, -3.21043], [-3.84827, 1.94701, -0.84525], [-3.52899, 3.31218, -1.83412], [-1.82037, 1.47177, -0.44065], [-4.00426, 2.16520, -4.12537]], "forces_ev_per_angstrom": [[-1.5221, 1.5891, 1.7999], [-0.6487, -1.2466, -0.0496], [-0.4576, -0.2641, 1.3864], [1.2937, 0.0563, -1.5345], [0.1366, 0.3490, -0.4009], [0.8843, 0.0101, -0.0190], [-0.1398, 0.1954, 0.0481], [-0.4077, 0.2453, -0.0686], [-0.4864, 0.7630, 0.4353], [-1.1725, -1.4822, 0.2612], [1.5404, -0.1828, -0.4997], [-0.2772, -0.1719, -0.2111], [1.0513, 0.3987, -0.9116], [-0.4250, 0.8157, 0.9422], [0.6627, 0.3542, -0.1018], [0.3190, -0.0072, 0.4428], [0.0133, 0.3007, -0.4279], [0.1006, -0.3982, -1.7620], [0.9794, 0.0317, -1.5930], [0.0376, -2.3909, -0.4636], [0.0390, 0.0260, 0.9786], [-0.5278, 0.3835, 0.1490], [0.1608, -0.1936, -0.0276], [0.2882, 0.1757, 0.9642], [-0.3685, 0.1221, 0.2501], [0.8758, 0.4239, -0.5145], [1.1011, 0.3338, -0.4448], [-2.4627, -0.3669, -0.4231], [-0.1521, 0.3748, -0.0940], [-0.1054, -0.3898, 0.4553], [-0.0758, -0.3970, 0.2469], [0.1733, 0.8132, 0.5656], [0.0995, -0.4701, 0.0673], [0.1887, -0.0046, 0.3500], [-0.5080, 0.0416, -0.0156], [-0.5664, 1.6601, 0.1916], [0.2829, -1.8391, 2.6676], [-1.5156, 0.0390, -1.4660], [0.5188, -0.4626, -0.5195], [0.0506, -0.2417, -0.1336], [0.1863, 0.3098, -0.1255], [0.4790, 0.4907, 0.0759], [1.0712, 0.1859, 0.0597], [-0.4410, 0.0305, -0.2468], [-0.2112, 0.0641, -0.4249], [-0.1895, 0.7676, 0.0729], [0.2698, -2.2783, 0.0336], [-0.2009, 1.8087, -0.6498], [-0.7948, -0.5858, -0.6469], [-0.4036, -0.0084, 0.6467], [0.1706, 0.6684, -0.0942], [-0.5770, -0.1595, -0.2653], [0.8721, 0.4527, -0.0252], [0.4752, -0.8854, 0.8383], [0.3156, 0.1450, 0.2314]], "lowdin_spin": [3.803, 0.001, 0.077, 0.861, 0.001, -0.001, 0.000, 0.037, 0.020, 0.001, 0.006, 0.062, 0.000, 0.000, 0.000, 0.001, 0.001, 0.001, 0.002, 0.041, 0.000, 0.000, 0.000, 0.000, 0.001, 0.000, 0.003, 0.017, 0.000, 0.000, 0.000, 0.000, 0.000, 0.000, 0.000, 0.001, 0.002, 0.025, 0.021, 0.000, 0.000, 0.000, 0.000, 0.002, 0.001, 0.000, 0.000, 0.009, 0.000, 0.000, 0.000, 0.000, 0.000, -0.001, 0.000], "orbital_gap_ev": [6.94, 5.00], "max_force_ev_per_a": 3.3, "homo_energy_ev": [-6.9816, -7.0400], "multiplicity": 6}

=====

# 3
{"formula": "C41H44NO7", "method": "the ωB97M-V functional and the def2-TZVPD basis", "species": ["C", "O", "C", "C", "C", "C", "C", "C", "C", "C", "C", "N", "O", "C", "C", "C", "O", "H", "H", "H", "H", "H", "H", "H", "H", "H", "H", "H", "H", "H", "H", "H", "H", "H", "H", "H", "H", "H", "H", "H", "H", "H", "H", "H", "H", "C", "C", "C", "C", "C", "C", "C", "O", "C", "C", "C", "C", "C", "C", "C", "O", "H", "H", "H", "H", "H", "H", "H", "H", "C", "C", "C", "C", "C", "C", "C", "O", "C", "C", "C", "C", "C", "C", "C", "O", "H", "H", "H", "H", "H", "H", "H", "H"], "positions_angstrom": [[1.30876, 3.82029, -2.67078], [2.71863, 3.70636, -2.68446], [3.24443, 3.09583, -3.84370], [3.77661, 1.68240, -3.59069], [2.78385, 0.78478, -2.84535], [1.63452, 0.28772, -3.73797], [0.38652, -0.19619, -2.96381], [-0.92334, 0.54493, -3.30519], [-1.86717, -0.23918, -4.21619], [-3.16286, 0.50954, -4.51852], [-3.01907, 1.87895, -5.26609], [-3.44621, 3.06246, -4.61554], [-2.29560, 3.33148, -3.66909], [-2.78532, 3.96086, -2.54324], [-3.84997, 3.18532, -1.78433], [-4.62833, 4.05419, -0.81624], [-3.17976, 2.11938, -1.07235], [0.80277, 2.85251, -2.57456], [1.05849, 4.43901, -1.80770], [0.93505, 4.30538, -3.57842], [4.06806, 3.72770, -4.19905], [2.48012, 3.08738, -4.63257], [4.72179, 1.74264, -3.04085], [3.99306, 1.24275, -4.57370], [2.36104, 1.34790, -2.00484], [3.32435, -0.06355, -2.40520], [2.02234, -0.50574, -4.38610], [1.33106, 1.10178, -4.40494], [0.57739, -0.05525, -1.89111], [0.25018, -1.27168, -3.12675], [-1.45332, 0.79277, -2.37754], [-0.70801, 1.50232, -3.79133], [-1.35330, -0.46785, -5.16081], [-2.09406, -1.20657, -3.74451], [-3.71733, 0.70546, -3.58714], [-3.79957, -0.15811, -5.11738], [-1.95247, 1.94892, -5.58571], [-3.62791, 1.81488, -6.18001], [-3.17521, 4.97433, -2.77173], [-1.94209, 4.07664, -1.84535], [-4.50339, 2.73681, -2.53676], [-5.40199, 4.60837, -1.35188], [-5.08916, 3.43934, -0.04012], [-3.98185, 4.80102, -0.33217], [-3.36878, 1.31191, -1.53569], [-3.03098, -3.02723, 6.82082], [-2.96301, -3.74135, 5.62919], [-2.79882, -3.07384, 4.42825], [-2.70596, -1.68755, 4.41118], [-2.78123, -0.97124, 5.60498], [-2.94041, -1.64653, 6.80886], [-2.69983, 0.52261, 5.61847], [-2.74857, 1.13319, 6.66621], [-2.55742, 1.21323, 4.30981], [-2.50168, 2.60062, 4.28648], [-2.34590, 3.26597, 3.08083], [-2.25960, 2.55401, 1.89114], [-2.32339, 1.17099, 1.90700], [-2.46425, 0.49483, 3.11077], [-2.51364, -0.99242, 3.09924], [-2.39136, -1.63368, 2.07735], [-3.15527, -3.55119, 7.75962], [-3.03886, -4.82090, 5.63963], [-2.74076, -3.60943, 3.49056], [-2.99163, -1.07185, 7.72328], [-2.57158, 3.14059, 5.22063], [-2.29471, 4.34702, 3.06529], [-2.13818, 3.06019, 0.94367], [-2.26240, 0.61457, 0.98298], [0.31194, -2.78372, 2.17194], [0.43962, -2.37791, 0.84857], [1.66246, -2.47757, 0.20576], [2.76615, -2.97564, 0.88553], [2.63943, -3.37769, 2.21852], [1.40787, -3.28348, 2.85503], [3.80690, -3.89602, 2.98477], [3.70125, -4.26272, 4.13612], [5.12548, -3.94636, 2.28288], [6.24214, -4.38665, 2.98289], [7.47226, -4.44899, 2.35258], [7.59289, -4.07559, 1.01819], [6.48415, -3.63605, 0.31657], [5.24781, -3.56691, 0.94632], [4.06888, -3.07510, 0.16810], [4.17797, -2.77342, -0.99955], [-0.64565, -2.70239, 2.66934], [-0.41467, -1.97591, 0.31972], [1.77101, -2.16082, -0.82310], [1.32904, -3.59949, 3.88605], [6.12628, -4.67489, 4.01849], [8.34171, -4.78837, 2.90039], [8.55559, -4.12675, 0.52657], [6.55595, -3.33844, -0.72043]], "forces_ev_per_angstrom": [[-0.1559, 0.0421, 0.0729], [0.1635, 0.0440, 0.1076], [0.0268, -0.0418, -0.1994], [-0.2152, -0.0273, -0.0193], [-0.1003, -0.0117, 0.0287], [0.0356, -0.0001, -0.0011], [0.0837, 0.1475, 0.0757], [0.0651, -0.1234, -0.0521], [0.1337, 0.0704, 0.0884], [-0.1785, -0.1609, 0.0352], [0.1134, -0.0251, -0.1244], [0.0387, 0.2808, 0.0567], [-0.1596, -0.3298, 0.0788], [-0.0791, 0.3957, 0.0485], [0.2301, -0.2471, -0.2467], [0.1613, 0.1271, 0.0979], [-0.1591, 0.3745, 0.6524], [0.0519, 0.0641, -0.0068], [-0.0580, -0.0577, -0.0684], [-0.0131, -0.0007, 0.0331], [-0.0639, -0.0506, -0.0179], [0.0643, -0.0474, 0.0690], [-0.1012, 0.0261, -0.0060], [0.1332, 0.0019, 0.0983], [0.1278, -0.0381, -0.0596], [-0.1485, 0.0361, -0.0738], [-0.0402, 0.0503, -0.0103], [-0.0012, -0.0341, 0.0108], [0.0657, -0.1325, -0.0918], [-0.0196, 0.0312, 0.1087], [0.0658, 0.0216, -0.1780], [-0.0418, -0.0583, 0.2436], [-0.0029, 0.0099, 0.0411], [0.0325, 0.0290, -0.0659], [0.1005, -0.0186, -0.1117], [-0.0186, 0.0582, 0.0931], [-0.0553, -0.0646, -0.1748], [0.0705, 0.0288, 0.0412], [-0.0548, -0.1102, -0.0958], [0.0368, 0.1369, -0.0182], [-0.0103, 0.1466, 0.0132], [0.0024, -0.0489, 0.0316], [-0.0515, 0.0530, -0.0500], [-0.0284, -0.1564, 0.0139], [-0.0262, -0.4578, -0.3826], [0.0022, -0.0187, -0.0172], [-0.0015, -0.0261, 0.0232], [0.0118, -0.0387, 0.0174], [0.0138, 0.0735, -0.0811], [-0.0055, 0.0624, -0.0089], [-0.0029, -0.0248, 0.0148], [0.0204, -0.0456, -0.0366], [-0.0173, 0.0140, -0.0031], [0.0102, -0.0272, 0.0333], [0.0375, 0.0140, -0.0212], [-0.0209, -0.0033, -0.0085], [0.0781, 0.0824, -0.0066], [0.0466, -0.0107, -0.0404], [-0.0338, -0.0945, 0.0274], [-0.1189, 0.1901, 0.2153], [-0.2249, 0.0790, -0.1101], [-0.0025, -0.0079, -0.0011], [0.0076, -0.0030, 0.0042], [-0.0215, -0.0096, -0.0199], [0.0000, 0.0271, -0.0067], [-0.0052, -0.0169, 0.0203], [-0.0038, 0.0038, -0.0012], [-0.0778, -0.0212, -0.0224], [-0.0217, 0.0015, -0.0203], [0.0535, -0.0840, 0.1539], [-0.0064, 0.0391, -0.0486], [-0.0926, 0.0576, -0.0471], [0.0911, -0.0375, -0.0133], [0.1104, -0.0127, 0.0395], [0.0031, 0.0216, -0.0559], [-0.0387, 0.0433, -0.1100], [0.0109, -0.0194, 0.0495], [-0.0497, 0.0012, -0.0065], [0.0557, -0.0218, -0.0011], [0.0057, 0.0011, 0.0028], [0.0037, -0.0017, -0.0043], [0.0609, -0.0088, 0.0021], [-0.0498, 0.0289, 0.0056], [-0.0680, -0.0367, 0.1237], [0.0251, 0.0208, -0.0620], [0.2058, -0.0998, -0.1234], [-0.0366, -0.0116, 0.0457], [0.0452, -0.0117, -0.0064], [0.0142, -0.0075, 0.0205], [-0.0285, 0.0013, 0.0081], [0.0091, -0.0055, -0.0021], [0.0105, 0.0005, 0.0020], [-0.0250, 0.0108, -0.0093]], "lowdin_charge": [-0.098, -0.198, -0.246, -0.181, -0.211, -0.200, -0.198, -0.218, -0.237, -0.209, -0.379, -0.114, -0.271, -0.271, -0.420, -0.063, -0.079, 0.074, 0.088, 0.095, 0.115, 0.114, 0.105, 0.112, 0.101, 0.103, 0.107, 0.100, 0.091, 0.099, 0.094, 0.084, 0.109, 0.099, 0.084, 0.086, 0.088, 0.083, 0.113, 0.114, 0.115, 0.076, 0.072, 0.071, 0.051, -0.062, -0.060, -0.012, -0.081, -0.079, -0.006, -0.279, 0.097, -0.090, -0.007, -0.045, -0.035, 0.016, -0.075, -0.276, 0.077, 0.104, 0.105, 0.120, 0.118, 0.117, 0.108, 0.100, 0.117, -0.038, -0.030, 0.010, -0.082, -0.088, 0.006, -0.279, 0.098, -0.082, -0.008, -0.066, -0.064, -0.005, -0.080, -0.276, 0.107, 0.071, 0.108, 0.111, 0.118, 0.117, 0.103, 0.104, 0.119], "orbital_gap_ev": 2.46, "max_force_ev_per_a": 0.8, "homo_energy_ev": -1.9024, "total_charge": -1}